Computed, not measured: a 2-piece molecular cluster, CH4NP overall, with ωB97M-V/def2-TZVPD.

Gap between HOMO and LUMO (alpha / beta) (eV): 6.8281 / 8.0979
Strongest force on any atom (Eh/bohr): 0.024
DFT total energy (a.u.): -436.4260
Energy relative to the best compared isomer or geometry (same formula, charge and spin) (kcal/mol): 86.6
Spin multiplicity: 1
Highest occupied orbital energy (alpha / beta) (Ha): -0.284 / -0.331
LUMO level (alpha / beta) (eV): -0.9 / -0.9

Element x y z (Å)
C 0.669 0.527 0.103
N -0.433 -0.160 0.264
P -1.985 0.044 0.137
H 0.769 1.363 -0.568
H 1.831 -0.828 -0.960
H 1.442 0.395 0.845
H -2.294 -1.342 0.178

---

Computed, not measured: C4H7MnO2 as an isolated structure, with ωB97M-V/def2-TZVPD.

Gap between HOMO and LUMO (alpha / beta) (eV): 5.6324 / 9.1557
Strongest force on any atom (Eh/bohr): 0.030
DFT total energy (a.u.): -1457.9577
Energy relative to the best compared isomer or geometry (same formula, charge and spin) (kcal/mol): 0.0
Spin multiplicity: 7
Highest occupied orbital energy (alpha / beta) (Ha): -0.196 / -0.326
LUMO level (alpha / beta) (eV): 0.3 / 0.3

Element x y z (Å)
O 1.559 1.460 -0.451
C 2.004 0.334 -0.344
C 1.268 -0.778 0.346
O 0.058 -0.370 0.901
C -1.133 -0.478 0.038
C -1.892 0.809 -0.114
Mn -0.428 2.048 0.787
H 2.993 0.077 -0.772
H 1.936 -1.168 1.134
H 1.136 -1.600 -0.382
H -1.777 -1.198 0.562
H -0.798 -0.959 -0.895
H -2.048 1.060 -1.177
H -2.880 0.761 0.367

---

Computed, not measured: C18H26N4O2 in the gas phase, with ωB97M-V/def2-TZVPD.

Gap between HOMO and LUMO (eV): 7.4986
Strongest force on any atom (Eh/bohr): 0.030
DFT total energy (a.u.): -1070.8726
Energy relative to the best compared isomer or geometry (same formula, charge and spin) (kcal/mol): 137.2
Spin multiplicity: 1
Highest occupied orbital energy (Ha): -0.295
SMILES: CC(C)=CCN1CCN(Cc2cccc3nonc23)C[C@@H]1CCO
LUMO level (eV): -0.5

Element x y z (Å)
C -4.699 -2.782 -0.839
C -3.732 -1.639 -0.926
C -2.425 -1.839 -1.050
C -1.384 -0.757 -1.162
N -1.410 0.132 -0.007
C -1.089 -0.528 1.242
C 0.417 -0.743 1.454
N 1.080 0.539 1.354
C 0.871 1.113 0.039
H 1.243 0.453 -0.764
C -0.633 1.352 -0.170
C -1.149 2.434 0.792
H -0.616 2.371 1.740
H -2.211 2.255 0.975
C -0.973 3.836 0.206
O -1.664 4.009 -1.008
H -2.592 3.786 -0.866
H 0.076 4.025 -0.029
H -1.303 4.584 0.943
H -0.791 1.711 -1.193
H 1.413 2.057 -0.025
C 2.464 0.550 1.807
C 3.376 -0.279 0.947
C 3.576 -1.621 1.126
C 4.360 -2.410 0.247
C 4.982 -1.889 -0.849
C 4.811 -0.510 -1.078
N 5.264 0.295 -2.021
O 4.784 1.504 -1.739
N 4.026 1.528 -0.645
C 4.005 0.290 -0.186
H 5.582 -2.481 -1.519
H 4.464 -3.462 0.469
H 3.129 -2.109 1.980
H 2.474 0.175 2.834
H 2.801 1.589 1.798
H 0.800 -1.470 0.714
H 0.584 -1.153 2.453
H -1.464 0.097 2.056
H -1.612 -1.485 1.270
H -1.592 -0.143 -2.045
H -0.400 -1.227 -1.314
H -2.050 -2.853 -1.086
C -4.357 -0.279 -0.878
H -4.867 -0.073 -1.819
H -5.100 -0.236 -0.082
H -3.605 0.482 -0.702
H -5.210 -2.770 0.124
H -5.459 -2.690 -1.615
H -4.196 -3.739 -0.954

---

Computed, not measured: C6H10N2O2 in the gas phase, with ωB97M-V/def2-TZVPD.

Gap between HOMO and LUMO (alpha / beta) (eV): 5.3107 / 8.1148
Strongest force on any atom (Eh/bohr): 0.152
DFT total energy (a.u.): -494.4150
Energy relative to the best compared isomer or geometry (same formula, charge and spin) (kcal/mol): 11.5
Spin multiplicity: 3
Highest occupied orbital energy (alpha / beta) (Ha): -0.168 / -0.379
LUMO level (alpha / beta) (eV): 0.7 / -2.2

Element x y z (Å)
C 2.046 1.418 -1.432
C 0.828 1.174 -0.840
C 2.058 -0.619 -0.842
C -2.262 0.577 0.523
C -1.489 -0.699 0.099
C 0.047 -0.757 0.535
N 2.755 0.262 -1.531
N 0.938 -0.086 -0.350
O 0.200 -0.140 1.774
O 0.313 -2.183 0.614
H 2.340 2.427 -1.966
H -0.034 1.788 -0.406
H 2.234 -1.708 -0.874
H -1.544 1.272 0.992
H -3.034 0.349 1.225
H -2.750 1.046 -0.304
H -2.065 -1.581 0.520
H -1.515 -0.942 -0.908
H 0.583 0.750 1.598
H 0.350 -2.350 1.572

---

Computed, not measured: C40H41N5O4PbS2 as an isolated structure, with ωB97M-V/def2-TZVPD.

Gap between HOMO and LUMO (eV): 8.0838
Strongest force on any atom (Eh/bohr): 0.009
DFT total energy (a.u.): -3112.8411
Energy relative to the best compared isomer or geometry (same formula, charge and spin) (kcal/mol): 0.0
Spin multiplicity: 1
Highest occupied orbital energy (Ha): -0.299
LUMO level (eV): 0.0

Element x y z (Å)
Pb 1.086 -2.155 -1.620
C -4.350 2.598 -0.626
C -2.905 2.666 -1.091
C -2.597 3.912 -1.894
O -2.024 2.626 0.009
C -1.647 1.269 0.227
C -1.587 0.739 -1.221
O -2.602 1.508 -1.861
C -1.783 -0.770 -1.484
O -0.780 -1.429 -0.770
C -1.647 -1.086 -2.987
C -1.523 -0.142 -3.997
C -1.373 -0.540 -5.323
C -1.358 -1.883 -5.659
C -1.505 -2.837 -4.658
C -1.653 -2.439 -3.342
C -3.169 -1.289 -1.059
C -4.341 -0.808 -1.643
C -5.576 -1.312 -1.267
C -5.666 -2.325 -0.320
C -4.504 -2.844 0.227
C -3.266 -2.333 -0.145
C -0.398 1.293 1.151
O 0.867 1.204 0.410
C -0.303 0.127 2.140
C 0.676 0.196 3.133
C 0.759 -0.772 4.117
C -0.140 -1.830 4.132
C -1.107 -1.912 3.146
C -1.185 -0.940 2.157
C -0.437 2.551 2.034
C -1.570 2.738 2.828
C -1.665 3.809 3.693
C -0.618 4.719 3.799
C 0.519 4.529 3.038
C 0.610 3.446 2.165
H -4.552 3.420 0.060
H -4.538 1.650 -0.121
H -5.026 2.669 -1.479
H -2.761 4.800 -1.283
H -3.241 3.959 -2.771
H -1.555 3.888 -2.211
H -2.451 0.746 0.756
H -0.627 0.983 -1.673
H -1.534 0.913 -3.764
H -1.267 0.212 -6.094
H -1.239 -2.187 -6.690
H -1.514 -3.891 -4.907
H -1.804 -3.182 -2.566
H -4.285 -0.042 -2.403
H -6.475 -0.919 -1.727
H -6.632 -2.718 -0.031
H -4.555 -3.657 0.941
H -2.356 -2.763 0.251
H 1.369 1.028 3.143
H 1.520 -0.695 4.883
H -0.077 -2.589 4.899
H -1.807 -2.738 3.136
H -1.934 -1.034 1.395
H -2.389 2.032 2.764
H -2.556 3.932 4.296
H -0.688 5.558 4.479
H 1.353 5.214 3.123
H 1.542 3.311 1.635
C 5.243 -1.539 2.475
C 3.748 -1.341 2.613
N 3.158 -1.055 1.308
C 3.843 -0.892 0.151
N 3.208 -1.024 -0.990
C 3.944 -0.784 -2.228
C 5.418 -1.118 -2.087
C 5.962 -0.309 -0.928
N 5.163 -0.570 0.258
C 5.777 -0.445 1.570
H 5.456 -2.511 2.024
H 5.718 -1.504 3.455
H 3.548 -0.506 3.292
H 3.269 -2.231 3.022
H 2.195 -1.327 1.188
H 3.827 0.254 -2.550
H 3.498 -1.397 -3.017
H 5.958 -0.881 -3.004
H 5.542 -2.183 -1.878
H 5.942 0.759 -1.177
H 6.995 -0.576 -0.704
H 5.569 0.540 2.007
H 6.856 -0.526 1.439
S 1.928 -4.773 2.609
C 1.564 -3.974 1.258
N 1.338 -3.388 0.264
S 1.296 2.418 -0.615
C 1.379 1.599 -2.101
N 1.499 1.104 -3.137

---

Computed, not measured: C4H12N2O in the gas phase, with ωB97M-V/def2-TZVPD.

Gap between HOMO and LUMO (eV): 9.7706
Strongest force on any atom (Eh/bohr): 0.108
DFT total energy (a.u.): -344.2782
Energy relative to the best compared isomer or geometry (same formula, charge and spin) (kcal/mol): 67.0
Spin multiplicity: 1
Highest occupied orbital energy (Ha): -0.325
SMILES: C[C@@H](CO)NCN
LUMO level (eV): 0.9

Element x y z (Å)
C 0.109 -0.112 -1.629
C -0.578 -0.374 -0.258
C -0.818 -1.824 -0.078
O -1.948 -2.123 -0.844
N -0.123 0.320 0.908
C 0.453 1.632 0.773
N 1.608 1.753 1.667
H 1.124 -0.515 -1.764
H -0.550 -0.473 -2.437
H 0.188 0.996 -1.742
H -1.553 0.181 -0.478
H -1.058 -2.319 0.867
H 0.159 -2.386 -0.223
H -1.733 -2.942 -1.318
H 0.803 -0.253 1.160
H 0.659 1.957 -0.252
H -0.212 2.360 1.204
H 1.478 1.398 2.606
H 1.992 2.723 1.835